The following is a quantum chemistry calculation of a 8-piece molecular cluster, C30H39FN8O3S overall, from the Open Molecules 2025 dataset.

Properties
- E (a.u.) = -2328.1100
- E_HOMO (eV) = -7.9
- structure (SMILES) = C=CN(O)S(=O)(=O)F.c1cc[nH]c1.c1cc[nH]c1.c1cc[nH]c1.c1cc[nH]c1.c1cc[nH]c1.c1cc[nH]c1.c1cc[nH]c1
- M (g mol⁻¹) = 610.8

Structure (XYZ):
```
82
Properties=species:S:1:pos:R:3:forces:R:3
C -3.21803 -6.64675 -3.04800 0.19 0.16 0.37
C -2.54383 -5.48622 -2.81262 -0.28 -0.41 -0.75
N -1.22772 -5.44674 -2.19769 -2.41 0.38 2.14
O -0.27649 -6.06422 -2.98149 0.21 -0.23 -0.11
S -1.12901 -6.03759 -0.59439 4.32 -0.68 1.16
O -0.66082 -7.37815 -0.55355 -1.36 -0.63 -0.76
O -0.27212 -5.15634 0.12378 -1.06 0.97 -0.08
F -2.53268 -5.94990 0.05965 -0.49 0.24 -0.85
H -3.46333 -6.97787 -4.05031 -1.69 0.98 0.00
H -3.56098 -7.28286 -2.23479 1.64 -1.03 -0.02
H -2.95368 -4.51933 -3.08262 0.89 0.09 -1.39
H -0.59361 -6.94988 -3.22785 -0.09 -0.09 0.16
C 0.80635 -1.40514 -5.08245 0.00 0.02 -0.02
C -0.34999 -1.73833 -5.83724 -0.02 0.00 0.00
C -0.97180 -2.77486 -5.19193 0.02 -0.03 0.03
N -0.23536 -3.08117 -4.08165 -0.05 0.05 0.03
C 0.84655 -2.25129 -4.00511 -0.02 -0.02 0.00
H 1.52481 -0.63353 -5.30411 0.01 0.00 0.01
H -0.68649 -1.27109 -6.74734 0.00 0.00 -0.01
H -1.87125 -3.31737 -5.42871 0.00 0.00 -0.03
H -0.45346 -3.80472 -3.41887 0.09 0.09 -0.03
H 1.54964 -2.33447 -3.19391 0.03 -0.02 -0.02
C 1.94224 2.24373 -3.29977 0.06 0.01 -0.03
C 2.88345 3.08728 -2.64714 -0.02 0.02 -0.02
C 3.38816 2.38740 -1.58441 -0.01 -0.02 0.05
N 2.78685 1.15847 -1.57001 0.02 0.06 -0.05
C 1.90799 1.06045 -2.61369 0.00 -0.06 0.11
H 1.35814 2.47783 -4.17286 -0.04 -0.04 0.00
H 3.15822 4.09127 -2.92552 0.02 0.00 0.00
H 4.11875 2.65689 -0.84161 0.00 0.02 0.00
H 2.96407 0.43792 -0.89569 0.01 -0.02 0.01
H 1.33609 0.16367 -2.77621 -0.05 0.03 -0.03
C -1.33264 5.61517 -4.58534 -0.01 -0.03 0.03
C -2.24830 5.37223 -5.64524 -0.03 0.00 0.01
C -1.66671 4.45930 -6.48249 0.04 -0.02 -0.01
N -0.43671 4.14505 -5.97089 -0.05 0.00 0.02
C -0.22702 4.84158 -4.81352 0.05 0.02 -0.03
H -1.47137 6.28162 -3.75117 0.00 0.07 -0.04
H -3.22056 5.81640 -5.77646 -0.01 0.00 0.00
H -2.01984 4.00888 -7.39374 -0.01 0.01 -0.01
H 0.21237 3.50130 -6.38310 0.01 -0.01 -0.01
H 0.68575 4.72867 -4.25511 0.00 0.02 0.03
C -2.83738 8.57312 0.35888 -0.01 0.00 0.02
C -3.75330 8.32911 -0.70030 -0.01 0.00 0.00
C -3.17351 7.41558 -1.53874 0.05 -0.03 -0.03
N -1.94307 7.10086 -1.02914 -0.05 0.02 0.02
C -1.73238 7.79898 0.12814 0.05 -0.02 -0.03
H -2.97518 9.23946 1.19355 0.00 0.00 0.01
H -4.72563 8.77325 -0.83051 -0.01 0.00 0.00
H -3.52813 6.96467 -2.44963 -0.02 0.00 0.00
H -1.29385 6.45670 -1.44142 -0.01 -0.04 0.01
H -0.81829 7.68576 0.68485 0.00 0.02 0.01
C -0.99860 -1.80461 3.69304 0.00 0.04 -0.05
C -0.94092 -2.94527 4.53570 0.02 -0.03 0.08
C -1.14056 -4.04462 3.74309 -0.03 -0.03 -0.06
N -1.31639 -3.61265 2.45803 -0.12 0.17 0.19
C -1.23085 -2.24990 2.41763 -0.02 -0.02 -0.05
H -0.88217 -0.77668 3.99106 0.00 0.00 0.03
H -0.77140 -2.95673 5.59956 0.02 -0.01 0.00
H -1.17130 -5.09324 3.98394 0.02 0.00 0.02
H -1.47551 -4.20025 1.66204 0.21 0.00 0.01
H -1.34144 -1.71542 1.48938 0.00 0.02 0.00
C 2.44783 1.59657 6.04411 0.01 -0.02 0.03
C 2.94843 0.87567 4.92427 0.03 -0.07 0.03
C 1.93985 0.80646 3.99945 -0.05 -0.03 -0.01
N 0.85375 1.45478 4.51728 0.05 0.03 0.01
C 1.15413 1.94149 5.76006 -0.04 -0.02 -0.02
H 2.97802 1.83468 6.95072 0.01 0.01 0.00
H 3.93528 0.45753 4.81241 0.02 0.02 -0.01
H 1.90189 0.35419 3.02356 0.00 -0.03 0.01
H -0.03066 1.55776 4.05574 -0.01 0.03 -0.02
H 0.42520 2.48839 6.33237 0.00 0.00 0.02
C 2.92062 -3.73777 8.43351 0.01 0.00 0.01
C 2.86645 -4.62174 7.32147 0.01 -0.01 0.01
C 2.67618 -3.85542 6.20200 -0.02 0.04 -0.04
N 2.61055 -2.54792 6.59427 0.03 0.01 -0.04
C 2.76228 -2.46584 7.94990 -0.03 0.03 -0.01
H 3.06071 -4.00501 9.46743 0.00 0.00 0.01
H 2.95716 -5.69477 7.34172 0.00 -0.01 0.00
H 2.58109 -4.12624 5.16456 -0.03 -0.02 0.00
H 2.47184 -1.76444 5.97945 -0.02 0.06 -0.01
H 2.74365 -1.51378 8.45172 -0.01 0.00 0.01
```
Forces are in eV/Å.

---

The following is a quantum chemistry calculation of C31H35FN3O21PSi2 as an isolated structure, from the Open Molecules 2025 dataset.

Properties
- E (a.u.) = -3967.0782
- E_HOMO (eV) = -8.7
- M (g mol⁻¹) = 891.8

Structure (XYZ):
```
94
Properties=species:S:1:pos:R:3:forces:R:3
C 1.18665 2.11725 4.09826 -0.89 0.22 -0.60
C 1.24032 3.27631 3.01082 0.45 -1.64 0.38
C 0.12271 2.98443 1.96625 -0.92 0.98 0.90
O 0.34945 3.58456 0.67265 1.11 -1.77 -0.49
Si 1.31377 2.63506 -0.34022 -0.37 1.38 0.76
F 2.04449 1.50690 0.62587 -0.87 0.90 -1.21
C 2.57578 3.83593 -1.10185 -0.27 -0.16 0.62
C 3.87261 4.01419 -0.23629 0.09 -0.15 -1.53
C 4.76913 2.72748 -0.16624 -0.36 0.32 0.28
O 4.66622 5.03536 -0.90479 -0.59 -0.23 0.32
O 0.36529 1.93379 -1.55213 2.07 -0.92 0.44
Si 1.13174 0.81899 -2.55263 -0.51 -0.14 -0.64
N 2.14691 1.59051 -3.77875 -0.84 -0.16 0.61
N 2.09900 -0.41345 -1.69312 0.53 0.69 -1.65
C 3.25779 -0.42483 -2.12620 -0.01 0.34 2.37
O 4.41268 -0.39364 -2.24342 -0.23 -0.40 -0.88
P -0.44382 -0.32616 -3.68233 -1.73 0.07 -0.74
N 0.52096 -1.23541 -4.86174 0.50 -0.54 1.98
O -1.10646 -1.39924 -2.54764 1.68 0.08 -0.66
H 0.21361 1.59635 3.94554 0.65 0.24 0.39
H 1.16236 2.50301 5.13546 0.32 -0.31 -0.58
H 1.97262 1.35365 3.93220 -0.29 0.59 0.26
H 2.24500 3.18766 2.53912 -0.70 0.48 0.15
H 1.12881 4.24730 3.52639 0.00 -0.36 -0.65
H -0.81003 3.45474 2.36581 0.56 -0.38 -0.38
H -0.11174 1.89864 1.87879 0.50 0.60 0.01
H 2.81785 3.59225 -2.15870 0.07 -0.10 0.64
H 2.03474 4.81504 -1.12507 0.35 -0.65 0.05
H 3.59168 4.42533 0.75284 0.32 -0.31 -0.48
H 5.15711 2.64728 0.87220 0.03 -0.21 -0.80
H 4.24508 1.79143 -0.44132 0.15 0.54 0.35
H 5.59548 2.85633 -0.89585 -0.39 -0.06 0.64
H 4.57201 4.81270 -1.84365 0.27 0.28 0.26
H 1.63660 2.38828 -4.17003 0.29 -0.13 0.18
H 2.24509 0.95888 -4.57875 0.10 0.20 0.18
H 0.20773 -2.21136 -4.88845 -0.19 0.34 -0.15
H 1.47329 -1.30582 -4.47911 -0.18 -0.20 -0.45
H -0.37244 -1.92321 -2.17334 -0.53 0.07 0.28
C -2.67317 -2.17475 4.75346 -0.04 -0.18 0.14
C -2.43541 -0.90224 4.42502 -0.20 -0.29 -0.62
C -2.06546 0.11787 5.45539 0.14 0.09 0.64
O -1.83627 1.25929 5.09631 -0.14 -0.08 -0.32
C -1.99585 -0.30641 6.84687 -0.15 0.25 -0.17
C -2.23345 -1.57884 7.17712 0.08 0.44 0.66
C -2.57651 -2.60466 6.14531 -0.07 -0.22 -0.51
O -2.76459 -3.75461 6.49638 0.07 0.12 0.29
O -2.17325 -1.99979 8.45012 -0.10 -0.31 -0.63
O -2.51226 -0.46968 3.15485 0.22 0.22 0.58
H -2.93871 -2.92215 4.01839 -0.01 0.01 0.02
H -1.74259 0.44258 7.58420 0.02 -0.02 0.00
H -2.38295 -2.95261 8.42168 0.01 0.02 0.05
H -2.29652 0.48199 3.18780 -0.05 -0.01 -0.05
C -3.98248 -3.75261 0.59094 -0.22 -0.28 0.13
C -3.75646 -3.12052 -0.56792 0.61 0.45 0.52
C -4.56156 -3.42466 -1.79503 -0.44 -0.30 -0.33
O -4.33246 -2.81176 -2.81965 0.21 0.11 0.18
C -5.59129 -4.45713 -1.70208 0.14 0.18 -0.13
C -5.81192 -5.08845 -0.54441 -0.51 -0.33 -0.47
C -5.02614 -4.76583 0.68772 0.50 0.34 0.34
O -5.28096 -5.35887 1.72061 -0.24 -0.18 -0.18
O -6.74734 -6.04261 -0.42333 0.46 0.31 0.38
O -2.80501 -2.18845 -0.68842 -0.85 -0.53 -0.27
H -3.41046 -3.54061 1.48337 0.00 0.04 -0.03
H -6.15433 -4.68048 -2.59760 -0.01 0.00 0.02
H -6.70562 -6.33429 0.50744 -0.04 -0.02 -0.02
H -2.83753 -1.88238 -1.61794 0.32 0.12 0.02
C 1.14798 -1.81069 3.61356 -0.15 0.01 0.35
C 2.06187 -2.23457 2.73361 -0.41 0.46 -0.51
C 3.16201 -3.16827 3.13485 0.34 -0.35 0.44
O 3.95666 -3.53880 2.29197 -0.19 0.20 -0.20
C 3.23061 -3.58945 4.53185 0.08 0.01 -0.27
C 2.31808 -3.16214 5.41119 0.44 -0.44 0.46
C 1.20431 -2.25054 5.00268 -0.28 0.37 -0.53
O 0.38623 -1.90244 5.83688 0.31 -0.23 0.19
O 2.35145 -3.52638 6.70158 -0.39 0.39 -0.44
O 2.04094 -1.84913 1.45192 0.34 -0.43 0.46
H 0.34778 -1.13813 3.33469 0.01 -0.02 -0.04
H 4.03881 -4.24980 4.81370 -0.02 0.00 0.01
H 1.58726 -3.08662 7.12027 0.04 -0.05 0.06
H 2.80153 -2.29264 1.03017 -0.03 0.05 -0.06
C -1.61639 2.63773 -8.56004 0.09 0.28 -0.15
C -1.19366 1.74587 -7.65608 -0.76 -0.39 -0.15
C 0.12769 1.89155 -6.97182 0.56 0.35 0.02
O 0.45197 1.05709 -6.14426 -0.24 0.44 -0.41
C 0.97011 3.02716 -7.33309 -0.07 -0.30 0.20
C 0.54916 3.91737 -8.23881 0.73 0.33 0.17
C -0.78572 3.78625 -8.90550 -0.64 -0.35 -0.13
O -1.12667 4.63403 -9.70860 0.34 0.15 0.07
O 1.29489 4.96998 -8.59709 -0.63 -0.30 -0.12
O -1.92812 0.67948 -7.31429 0.71 0.34 0.13
H -2.57039 2.54473 -9.05989 0.01 -0.01 0.03
H 1.93148 3.11211 -6.84436 0.01 0.03 -0.04
H 0.76549 5.45442 -9.25983 0.05 0.04 0.01
H -1.40483 0.19804 -6.64244 -0.12 -0.04 0.07
```
Forces are in eV/Å.

---

The following is a quantum chemistry calculation of one molecule with the formula C10H10N2O2S, from the Open Molecules 2025 dataset.

Properties
- E (a.u.) = -1045.0949
- E_HOMO (eV) = -8.2
- structure (SMILES) = C[C@](c1ccc[nH]1)(c1cccs1)[N+](=O)[O-]
- M (g mol⁻¹) = 222.3

Structure (XYZ):
```
25
Properties=species:S:1:pos:R:3:forces:R:3
C 0.36673 -1.19943 1.50128 -0.36 1.23 0.62
C 0.11565 -0.83991 -0.02142 0.32 -1.06 1.74
C 1.18205 0.09342 -0.49344 -0.33 -1.71 -2.48
C 1.67703 0.10344 -1.79894 -0.24 0.90 1.06
C 2.50773 1.24355 -1.86512 0.16 0.39 -0.57
C 2.52680 1.80088 -0.61504 1.10 1.66 -0.47
N 1.68603 1.13830 0.18764 -0.15 -0.76 0.90
C -1.26368 -0.26980 -0.31762 1.21 -0.58 1.25
C -2.26456 -0.63525 -1.16557 1.45 -1.02 -0.65
C -3.22462 0.35834 -1.29078 -0.24 1.41 2.02
C -2.96916 1.40331 -0.39368 -1.20 -1.09 -1.11
S -1.57639 1.20072 0.57562 -0.65 -0.71 -1.63
N 0.39030 -2.18956 -0.76805 1.86 1.24 0.15
O 1.34317 -2.80816 -0.33942 -0.44 -0.55 0.12
O -0.12338 -2.40268 -1.82830 -1.00 -0.28 -0.52
H -0.55999 -1.65775 1.82931 -0.16 -0.06 0.37
H 0.46617 -0.19625 2.12725 -0.01 -2.21 -1.21
H 1.18658 -1.96254 1.68530 -0.78 1.56 -0.43
H 1.44568 -0.55678 -2.61849 -0.18 -0.06 0.17
H 2.89838 1.70222 -2.77581 0.28 -0.41 0.52
H 3.09608 2.62798 -0.20910 -0.16 -0.02 -0.27
H 1.62177 1.26893 1.18159 -0.04 0.03 -0.05
H -2.25197 -1.55778 -1.76659 0.09 0.71 0.46
H -4.12266 0.16991 -1.85104 -0.20 0.59 -0.17
H -3.67558 2.16503 -0.19194 -0.31 0.79 0.19
```
Forces are in eV/Å.

---

The following is a quantum chemistry calculation of C6H14N2O as an isolated structure, from the Open Molecules 2025 dataset.

Properties
- E (a.u.) = -421.4814
- E_HOMO (eV) = -8.8
- M (g mol⁻¹) = 130.2

Structure (XYZ):
```
23
Properties=species:S:1:pos:R:3:forces:R:3
C -1.34374 -0.84484 1.24354 -1.14 0.08 0.06
C -1.20944 -0.37408 -0.33558 0.56 -2.69 1.16
C -2.42585 0.37290 -0.84610 -3.42 -3.67 1.03
C 1.13824 0.36630 -0.28855 11.10 -4.46 0.10
C 1.98534 -0.64849 -1.18427 -1.35 2.16 -3.08
C 1.87575 0.12768 1.08831 -2.10 -2.16 -0.03
H -0.41726 -1.36888 1.75390 -2.08 1.16 -1.40
H -2.22896 -1.45576 1.20494 0.00 -1.35 0.24
H -1.83850 -0.05152 1.96767 1.78 -0.69 -1.71
H -0.77342 -1.12269 -1.02373 -1.08 -0.69 0.62
H -2.43476 1.11904 -0.09375 -1.33 1.19 -0.25
H -2.56867 0.66151 -1.88624 0.99 0.34 0.15
H -3.40247 -0.33983 -0.69639 2.31 1.50 -0.05
H 1.73150 1.25551 -0.40675 -1.23 0.94 -1.16
H 3.15883 -0.03109 -1.42169 -3.97 -2.33 0.34
H 2.11148 -1.61537 -0.71794 0.32 -0.10 0.14
H 1.23154 -0.82588 -2.11167 2.59 0.29 1.18
H 1.52265 -0.88562 1.60647 0.99 2.09 -1.09
H 1.26908 0.97125 1.49088 2.32 -0.13 1.69
H 2.95619 -0.00131 0.68183 -1.59 1.14 2.05
N -0.13818 0.50542 -0.27068 -4.17 3.41 -1.00
N -0.56204 1.69161 0.01145 2.08 3.42 0.79
O 0.36268 2.49413 0.23431 -1.58 0.55 0.22
```
Forces are in eV/Å.

---

What did the fourth record say?
The following is a quantum chemistry calculation of C6H14N2O as an isolated structure, from the Open Molecules 2025 dataset.

Properties
- E (a.u.) = -421.4814
- E_HOMO (eV) = -8.8
- M (g mol⁻¹) = 130.2

Structure (XYZ):
```
23
Properties=species:S:1:pos:R:3:forces:R:3
C -1.34374 -0.84484 1.24354 -1.14 0.08 0.06
C -1.20944 -0.37408 -0.33558 0.56 -2.69 1.16
C -2.42585 0.37290 -0.84610 -3.42 -3.67 1.03
C 1.13824 0.36630 -0.28855 11.10 -4.46 0.10
C 1.98534 -0.64849 -1.18427 -1.35 2.16 -3.08
C 1.87575 0.12768 1.08831 -2.10 -2.16 -0.03
H -0.41726 -1.36888 1.75390 -2.08 1.16 -1.40
H -2.22896 -1.45576 1.20494 0.00 -1.35 0.24
H -1.83850 -0.05152 1.96767 1.78 -0.69 -1.71
H -0.77342 -1.12269 -1.02373 -1.08 -0.69 0.62
H -2.43476 1.11904 -0.09375 -1.33 1.19 -0.25
H -2.56867 0.66151 -1.88624 0.99 0.34 0.15
H -3.40247 -0.33983 -0.69639 2.31 1.50 -0.05
H 1.73150 1.25551 -0.40675 -1.23 0.94 -1.16
H 3.15883 -0.03109 -1.42169 -3.97 -2.33 0.34
H 2.11148 -1.61537 -0.71794 0.32 -0.10 0.14
H 1.23154 -0.82588 -2.11167 2.59 0.29 1.18
H 1.52265 -0.88562 1.60647 0.99 2.09 -1.09
H 1.26908 0.97125 1.49088 2.32 -0.13 1.69
H 2.95619 -0.00131 0.68183 -1.59 1.14 2.05
N -0.13818 0.50542 -0.27068 -4.17 3.41 -1.00
N -0.56204 1.69161 0.01145 2.08 3.42 0.79
O 0.36268 2.49413 0.23431 -1.58 0.55 0.22
```
Forces are in eV/Å.